1.
C35H36F5N6O3 | wB97M-V/def2-TZVPD

```
! RIJCOSX wB97M-V def2-TZVPD def2/J DEFGRID3
* xyz 1 1
C 1.9866 -6.3411 2.3613
N 1.8245 -4.9205 2.1714
C 2.8666 -4.0470 2.3157
O 3.9981 -4.3301 2.7006
C 2.3354 -2.6525 1.9606
C 2.9657 -2.0724 0.6988
C 4.4463 -1.9256 0.8632
C 5.3352 -2.8426 0.3012
F 4.8412 -3.8665 -0.4426
C 6.7049 -2.7910 0.5420
F 7.5277 -3.7248 0.0229
C 7.2183 -1.7746 1.3510
F 8.5389 -1.7166 1.6049
C 6.3582 -0.8218 1.8995
F 6.8505 0.1623 2.6792
C 4.9905 -0.9133 1.6535
F 4.1565 -0.0182 2.2532
N 0.9002 -2.8957 1.8341
C 0.0704 -1.8956 1.4906
C -1.2959 -2.0594 1.3082
C -2.1474 -1.0334 0.9291
C -3.5714 -1.1894 0.8707
C -4.4014 -0.0428 0.7837
C -5.7836 -0.1444 0.8885
C -6.3910 -1.4029 1.0353
C -5.5975 -2.5583 1.0741
C -4.2118 -2.4658 0.9603
C 0.5269 -4.3223 1.8876
C -0.0118 -4.8299 0.5413
C -0.4627 -4.6485 3.0204
H 3.0475 -6.5656 2.4896
H 1.4305 -6.6777 3.2450
H 1.5993 -6.8809 1.4894
H 2.5406 -1.9605 2.7980
H 2.7573 -2.7396 -0.1487
H 2.5052 -1.0953 0.5049
H 0.5373 -0.9127 1.3707
H -1.7152 -3.0529 1.4780
H -1.7207 -0.0571 0.7460
H -3.9067 0.9226 0.6583
H -6.3928 0.7594 0.8613
H -7.4752 -1.4851 1.1164
H -6.0598 -3.5408 1.1938
H -3.6070 -3.3764 0.9510
H 0.7535 -4.7011 -0.2364
H -0.2686 -5.8924 0.6312
H -0.9072 -4.2817 0.2406
H 0.0213 -4.4875 3.9928
H -1.3568 -4.0246 2.9789
H -0.7713 -5.6986 2.9369
C -1.6895 1.1733 -5.9380
C -1.3348 1.1263 -4.4739
O -1.1039 0.0736 -3.8822
N -1.2559 2.3855 -3.8537
C -1.2270 3.6006 -4.6610
C -0.3182 4.6356 -4.0434
N -0.6621 4.8563 -2.6613
C 0.0019 5.9940 -2.0794
C -0.5957 6.3366 -0.7369
N -0.6582 5.1677 0.1329
C -0.6163 5.3469 1.5272
C -0.6596 6.7853 1.9765
O -0.5204 4.4178 2.3286
C -0.9061 3.9082 -0.4488
C -1.1809 2.7560 0.3043
N -1.4788 1.5648 -0.2527
C -1.5296 1.4506 -1.5881
C -1.2256 2.5136 -2.4540
C -0.9458 3.7745 -1.8627
H -2.5836 1.7850 -6.1144
H -0.8496 1.5636 -6.5294
H -1.8845 0.1523 -6.2681
H -0.8419 3.3746 -5.6560
H -2.2453 4.0078 -4.7661
H 0.7360 4.3143 -4.1387
H -0.4290 5.5931 -4.5665
H 1.0857 5.8040 -1.9704
H -0.1270 6.8368 -2.7688
H 0.0406 7.0992 -0.2845
H -1.6029 6.7638 -0.8709
H -1.5435 7.3015 1.5794
H -0.7045 6.7924 3.0660
H 0.2503 7.3211 1.6741
H -1.1695 2.7833 1.3854
H -1.8040 0.4731 -1.9626
*
```

Its HOMO energy is -10.1596 eV. The LUMO energy is -0.154 Ha. The value obtained for the gap between HOMO and LUMO is 5.96 eV.

These are the Löwdin partial charges, in e, on atoms 1 to 4:
1. C 0.002
2. N -0.033
3. C -0.357
4. O 0.103



2.
C25H20BFO10S | wB97M-V/def2-TZVPD

```
! RIJCOSX wB97M-V def2-TZVPD def2/J DEFGRID3
* xyz 0 1
C -2.7356 3.9709 -0.3152
S -3.9282 5.2906 -0.3878
O -3.8452 5.9152 -1.6914
O -3.7891 6.0983 0.8022
B -5.6175 4.4005 -0.3339
F -5.9950 3.8226 -1.4464
H -2.3393 3.8468 -1.3200
H -1.9673 4.2382 0.4031
H -3.2207 3.0488 -0.0009
H -6.2854 4.3731 0.6452
C -2.4723 -0.5306 1.9323
C -1.8685 -1.6633 2.2795
C -0.4972 -1.6619 2.8467
O 0.0557 -2.6956 3.1590
C 0.1764 -0.3498 3.0155
C -0.4246 0.7852 2.6718
C -1.7945 0.7782 2.1020
O -2.3427 1.8141 1.7800
H -3.4665 -0.5097 1.5066
H -2.3396 -2.6310 2.1635
H 1.1801 -0.3705 3.4146
H 0.0516 1.7510 2.7750
C -1.6755 -4.6057 -2.0499
C -2.4688 -3.9795 -1.1859
C -2.8730 -2.5664 -1.3984
O -3.5867 -1.9930 -0.6017
C -2.3619 -1.8778 -2.6083
C -1.5696 -2.5016 -3.4758
C -1.1708 -3.9157 -3.2633
O -0.4481 -4.4882 -4.0532
H -1.3621 -5.6337 -1.9205
H -2.8544 -4.4575 -0.2941
H -2.6652 -0.8461 -2.7330
H -1.1643 -2.0156 -4.3548
C 3.2280 -0.8556 -5.6920
C 4.3394 -1.5333 -5.9643
C 4.3387 -3.0186 -6.0451
O 5.3553 -3.6303 -6.2912
C 3.0499 -3.7172 -5.8127
C 1.9369 -3.0413 -5.5411
C 1.9430 -1.5604 -5.4599
O 0.9256 -0.9447 -5.2088
H 3.2002 0.2247 -5.6261
H 5.2923 -1.0501 -6.1390
H 3.0758 -4.7977 -5.8765
H 0.9785 -3.5101 -5.3574
C 3.2791 3.3468 5.0368
C 3.7120 3.5507 6.2774
C 3.7997 2.4347 7.2533
O 4.1923 2.6146 8.3843
C 3.3878 1.0844 6.7872
C 2.9544 0.8817 5.5464
C 2.8635 1.9986 4.5737
O 2.4676 1.8291 3.4377
H 3.2038 4.1411 4.3050
H 4.0190 4.5239 6.6387
H 3.4653 0.2875 7.5158
H 2.6577 -0.0986 5.1954
*
```

Its HOMO energy is -10.1169 eV. The LUMO energy is -0.068 Ha. The value obtained for the gap between HOMO and LUMO is 8.26 eV. Its SMILES is O=C1C=CC(=O)C=C1.O=C1C=CC(=O)C=C1.O=C1C=CC(=O)C=C1.O=C1C=CC(=O)C=C1.CS(=O)(=O)BF.

These are the natural (NBO) partial charges, in e, on atoms 1 to 4:
1. C -0.888
2. S 1.888
3. O -0.947
4. O -0.944



3.
C7H10N4 | wB97M-V/def2-TZVPD

```
! RIJCOSX wB97M-V def2-TZVPD def2/J DEFGRID3
* xyz 0 3
C -1.2300 -0.1471 -2.8905
C -0.1032 2.0975 0.1907
C -0.5883 1.4807 -1.7372
C -0.3630 0.2697 -1.0178
C 1.9100 -0.5264 1.1205
C -0.5378 -1.2282 1.6635
C 0.4613 -0.0607 1.4353
N -1.1367 1.1328 -2.9434
N -0.3994 2.5557 -1.0015
N -0.8120 -0.7784 -1.7233
N -0.0742 0.6744 0.2486
H -1.7386 -0.8032 -3.5246
H 0.3501 2.8294 0.8703
H 1.9086 -1.1447 0.2931
H 2.3052 -1.0874 2.0206
H 2.6525 0.3397 0.9750
H -1.4389 -0.8405 1.3627
H -0.6335 -1.3558 2.7866
H -0.3914 -2.3584 1.2013
H 0.5375 0.6846 2.1521
H -0.6785 -1.7336 -1.4820
*
```

As for the expectation value of S²: 2.0100. Its HOMO energy (alpha / beta) is -3.7916 / -9.0212 eV. As for the energy relative to the best compared isomer or geometry (same formula, charge and spin): 1.6 kcal per mole. The LUMO energy (alpha / beta) is 0.017 / -0.057 Ha. The value obtained for the gap between HOMO and LUMO (alpha / beta) is 4.25 / 7.46 eV.

These are the natural (NBO) partial charges, in e, on atoms 1 to 4:
1. C 0.236
2. C 0.101
3. C 0.364
4. C 0.317



4.
C39H28Cl4N2NdO6P2Te | wB97M-V/def2-TZVPD

```
! RIJCOSX wB97M-V def2-TZVPD def2/J DEFGRID3
* xyz -1 4
Nd -0.7913 -0.7723 -2.4161
Te 1.5417 2.8471 1.1243
C 1.6447 2.3143 3.1601
C 0.7127 1.4700 3.7485
C 0.8672 1.1273 5.0819
N 1.8622 1.5575 5.8592
C 2.7466 2.3695 5.2836
C 2.6859 2.7726 3.9576
C 0.4642 1.2346 0.4735
P 1.3121 -0.1055 -0.2803
C 2.4014 0.4729 -1.6563
C 3.3277 -0.4212 -2.2029
C 4.1396 -0.0455 -3.2547
C 4.0396 1.2378 -3.7883
C 3.1211 2.1289 -3.2633
C 2.3031 1.7415 -2.2054
C 2.5869 -0.6550 0.9151
C 2.1419 -1.4403 1.9811
C 2.9819 -1.7639 3.0343
C 4.2934 -1.3072 3.0344
C 4.7489 -0.5353 1.9763
C 3.9030 -0.2067 0.9252
P -1.1128 1.4176 -0.3683
C -1.9715 2.8412 0.3821
C -2.6024 2.7628 1.6202
C -3.1559 3.8984 2.1919
C -3.0900 5.1201 1.5354
C -2.4684 5.2047 0.2982
C -1.9131 4.0686 -0.2719
C -2.1457 0.0506 0.3716
C -1.6916 -0.7548 1.4098
C -2.5182 -1.7186 1.9711
C -3.8098 -1.8897 1.4977
C -4.2825 -1.0808 0.4716
C -3.4549 -0.1184 -0.0848
H -0.1097 1.0702 3.1679
H 0.1450 0.4667 5.5524
H 3.5630 2.7139 5.9113
H 3.4604 3.4193 3.5621
H 3.4074 -1.4283 -1.8079
H 4.8348 -0.7561 -3.6823
H 4.6607 1.5263 -4.6266
H 3.0225 3.1227 -3.6813
H 1.5709 2.4389 -1.8096
H 1.1188 -1.8002 1.9914
H 2.6101 -2.3638 3.8551
H 4.9518 -1.5467 3.8598
H 5.7682 -0.1690 1.9730
H 4.2712 0.4212 0.1251
H -2.6614 1.8167 2.1433
H -3.6416 3.8268 3.1570
H -3.5232 6.0033 1.9876
H -2.4097 6.1522 -0.2220
H -1.4280 4.1360 -1.2394
H -0.6861 -0.5990 1.7807
H -2.1462 -2.3472 2.7708
H -4.4444 -2.6577 1.9219
H -5.2915 -1.2039 0.0991
H -3.8414 0.5208 -0.8689
O -3.7119 -0.2311 -5.2762
Cl -3.2626 -0.9443 -4.1431
O -4.1886 -1.9265 -3.7069
O -2.9537 0.0042 -3.0224
O -1.9218 -1.5578 -4.3857
N -2.7093 -6.9228 2.1865
C -2.3702 -6.1064 1.4496
C -1.9522 -5.0752 0.5298
C -2.8111 -4.6392 -0.4728
C -2.3938 -3.6226 -1.3236
C -1.1623 -2.9648 -1.1948
C -0.3193 -3.4677 -0.1871
C -0.6872 -4.5024 0.6587
H -3.7860 -5.0975 -0.5850
H -3.0837 -3.3328 -2.1104
H 0.6651 -3.0347 -0.0377
H -0.0133 -4.8595 1.4286
Cl -0.7686 0.1727 -6.8782
C 0.3887 0.6925 -5.6611
Cl -0.5134 1.5070 -4.3128
Cl 1.4845 1.8881 -6.3706
C 1.1866 -0.5653 -5.1426
O 2.0016 -1.0291 -5.9019
O 0.8629 -0.9703 -3.9732
*
```

As for the expectation value of S²: 3.7529. Its HOMO energy (alpha / beta) is -5.1090 / -5.1098 eV. The LUMO energy (alpha / beta) is 0.074 / 0.074 Ha. The value obtained for the gap between HOMO and LUMO (alpha / beta) is 7.12 / 7.12 eV.

These are the Löwdin partial charges, in e, on atoms 1 to 4:
1. Nd 1.572
2. Te 1.257
3. C -0.547
4. C -0.125



5.
CH5OS | wB97M-V/def2-TZVPD

```
! RIJCOSX wB97M-V def2-TZVPD def2/J DEFGRID3
* xyz -1 1
C 1.0535 -1.2275 -0.0566
S -0.6672 -0.6544 0.0651
H 1.4699 -1.1042 -1.1005
H 1.0983 -2.3243 0.1221
H 1.7835 -0.8283 0.6719
H 0.6553 2.4137 0.5527
H -0.0997 1.2622 -0.2520
O -0.0323 2.2926 -0.1073
*
```

Its HOMO energy is -2.5732 eV. As for the energy relative to the best compared isomer or geometry (same formula, charge and spin): 4.5 kcal per mole. The LUMO energy is 0.163 Ha. The value obtained for the gap between HOMO and LUMO is 7.00 eV.

These are the natural (NBO) partial charges, in e, on atoms 1 to 4:
1. C -0.748
2. S -0.642
3. H 0.172
4. H 0.172



6.
C3H4ClFO | wB97M-V/def2-TZVPD

```
! RIJCOSX wB97M-V def2-TZVPD def2/J DEFGRID3
* xyz 0 1
C -1.0546 -0.0191 0.4393
C 0.4431 0.3811 0.3320
C 1.0239 -0.2749 -0.8366
H -1.4810 0.0820 -0.5569
H 0.9062 0.6167 1.3093
H 1.9422 -0.7964 -0.5280
H 0.4074 -0.7511 -1.5811
O 0.8521 1.1485 -0.8219
F -1.2481 -1.3754 0.6675
Cl -1.7911 0.9885 1.5764
*
```

Its HOMO energy is -10.7512 eV. As for the energy relative to the best compared isomer or geometry (same formula, charge and spin): 34.8 kcal per mole. The LUMO energy is 0.036 Ha. The value obtained for the gap between HOMO and LUMO is 11.73 eV. Its SMILES is F[C@@H](Cl)[C@H]1CO1.

These are the natural (NBO) partial charges, in e, on atoms 1 to 4:
1. C 0.123
2. C 0.007
3. C -0.117
4. H 0.183



What did the first record say?
C35H36F5N6O3 | wB97M-V/def2-TZVPD

```
! RIJCOSX wB97M-V def2-TZVPD def2/J DEFGRID3
* xyz 1 1
C 1.9866 -6.3411 2.3613
N 1.8245 -4.9205 2.1714
C 2.8666 -4.0470 2.3157
O 3.9981 -4.3301 2.7006
C 2.3354 -2.6525 1.9606
C 2.9657 -2.0724 0.6988
C 4.4463 -1.9256 0.8632
C 5.3352 -2.8426 0.3012
F 4.8412 -3.8665 -0.4426
C 6.7049 -2.7910 0.5420
F 7.5277 -3.7248 0.0229
C 7.2183 -1.7746 1.3510
F 8.5389 -1.7166 1.6049
C 6.3582 -0.8218 1.8995
F 6.8505 0.1623 2.6792
C 4.9905 -0.9133 1.6535
F 4.1565 -0.0182 2.2532
N 0.9002 -2.8957 1.8341
C 0.0704 -1.8956 1.4906
C -1.2959 -2.0594 1.3082
C -2.1474 -1.0334 0.9291
C -3.5714 -1.1894 0.8707
C -4.4014 -0.0428 0.7837
C -5.7836 -0.1444 0.8885
C -6.3910 -1.4029 1.0353
C -5.5975 -2.5583 1.0741
C -4.2118 -2.4658 0.9603
C 0.5269 -4.3223 1.8876
C -0.0118 -4.8299 0.5413
C -0.4627 -4.6485 3.0204
H 3.0475 -6.5656 2.4896
H 1.4305 -6.6777 3.2450
H 1.5993 -6.8809 1.4894
H 2.5406 -1.9605 2.7980
H 2.7573 -2.7396 -0.1487
H 2.5052 -1.0953 0.5049
H 0.5373 -0.9127 1.3707
H -1.7152 -3.0529 1.4780
H -1.7207 -0.0571 0.7460
H -3.9067 0.9226 0.6583
H -6.3928 0.7594 0.8613
H -7.4752 -1.4851 1.1164
H -6.0598 -3.5408 1.1938
H -3.6070 -3.3764 0.9510
H 0.7535 -4.7011 -0.2364
H -0.2686 -5.8924 0.6312
H -0.9072 -4.2817 0.2406
H 0.0213 -4.4875 3.9928
H -1.3568 -4.0246 2.9789
H -0.7713 -5.6986 2.9369
C -1.6895 1.1733 -5.9380
C -1.3348 1.1263 -4.4739
O -1.1039 0.0736 -3.8822
N -1.2559 2.3855 -3.8537
C -1.2270 3.6006 -4.6610
C -0.3182 4.6356 -4.0434
N -0.6621 4.8563 -2.6613
C 0.0019 5.9940 -2.0794
C -0.5957 6.3366 -0.7369
N -0.6582 5.1677 0.1329
C -0.6163 5.3469 1.5272
C -0.6596 6.7853 1.9765
O -0.5204 4.4178 2.3286
C -0.9061 3.9082 -0.4488
C -1.1809 2.7560 0.3043
N -1.4788 1.5648 -0.2527
C -1.5296 1.4506 -1.5881
C -1.2256 2.5136 -2.4540
C -0.9458 3.7745 -1.8627
H -2.5836 1.7850 -6.1144
H -0.8496 1.5636 -6.5294
H -1.8845 0.1523 -6.2681
H -0.8419 3.3746 -5.6560
H -2.2453 4.0078 -4.7661
H 0.7360 4.3143 -4.1387
H -0.4290 5.5931 -4.5665
H 1.0857 5.8040 -1.9704
H -0.1270 6.8368 -2.7688
H 0.0406 7.0992 -0.2845
H -1.6029 6.7638 -0.8709
H -1.5435 7.3015 1.5794
H -0.7045 6.7924 3.0660
H 0.2503 7.3211 1.6741
H -1.1695 2.7833 1.3854
H -1.8040 0.4731 -1.9626
*
```

Its HOMO energy is -10.1596 eV. The LUMO energy is -0.154 Ha. The value obtained for the gap between HOMO and LUMO is 5.96 eV.

These are the Löwdin partial charges, in e, on atoms 1 to 4:
1. C 0.002
2. N -0.033
3. C -0.357
4. O 0.103



- Number 6 is which compound?
  C3H4ClFO